Record 1
{
  "formula": "C24H38N3O3RuSSb",
  "method": "wB97M-V/def2-TZVPD",
  "homo_energy_ev": [-11.229, -11.211],
  "s_squared": 0.757,
  "total_charge": 1,
  "lumo_energy_ev": [-2.98, -3.63],
  "homo_lumo_gap_ev": [8.254, 7.576],
  "multiplicity": 2,
  "total_energy_ev": -56066.143,
  "species": ["Ru", "N", "C", "O", "C", "C", "H", "H", "H", "H", "H", "H", "C", "C", "C", "C", "C", "C", "C", "S", "O", "O", "N", "C", "C", "C", "C", "C", "N", "H", "H", "H", "H", "H", "H", "H", "H", "H", "H", "H", "C", "C", "C", "Sb", "C", "C", "C", "C", "C", "C", "H", "H", "H", "H", "H", "H", "H", "H", "H", "H", "H", "H", "H", "H", "H", "H", "H", "H", "H", "H", "H"],
  "positions_angstrom": [[0.929, 0.231, 0.987], [2.525, 0.896, 4.807], [2.244, 0.793, 3.512], [1.149, 0.319, 3.137], [3.231, 1.259, 2.492], [2.971, 0.522, 1.176], [1.843, 0.594, 5.484], [3.406, 1.256, 5.127], [4.256, 1.138, 2.856], [3.072, 2.335, 2.365], [3.201, -0.554, 1.321], [3.645, 0.888, 0.407], [-5.524, -4.751, 3.809], [-4.539, -3.957, 2.999], [-4.826, -3.571, 1.695], [-3.908, -2.852, 0.942], [-2.689, -2.521, 1.509], [-2.375, -2.895, 2.811], [-3.301, -3.607, 3.546], [-1.512, -1.623, 0.571], [-2.134, -1.270, -0.679], [-0.264, -2.360, 0.514], [-1.123, -0.309, 1.430], [-1.563, 0.975, 1.162], [-2.828, 1.560, 1.136], [-2.899, 2.912, 0.868], [-1.739, 3.659, 0.640], [-0.520, 3.017, 0.662], [-0.459, 1.706, 0.905], [-6.493, -4.802, 3.316], [-5.663, -4.310, 4.796], [-5.165, -5.771, 3.954], [-5.781, -3.836, 1.258], [-4.128, -2.552, -0.074], [-1.415, -2.626, 3.235], [-3.066, -3.903, 4.561], [-3.705, 0.957, 1.324], [-3.863, 3.403, 0.839], [-1.788, 4.720, 0.443], [0.418, 3.524, 0.479], [-0.276, -0.137, -4.165], [-0.526, 0.513, -2.808], [-1.153, 1.896, -2.946], [1.252, 0.562, -1.581], [2.073, 2.467, -2.175], [3.131, 3.042, -1.243], [2.564, 2.406, -3.621], [2.534, -0.925, -2.448], [3.981, -0.757, -1.993], [2.003, -2.318, -2.126], [-1.216, -0.177, -4.720], [0.091, -1.159, -4.074], [0.435, 0.425, -4.774], [-1.197, -0.122, -2.236], [-0.539, 2.572, -3.544], [-1.343, 2.368, -1.981], [-2.116, 1.802, -3.455], [1.193, 3.113, -2.129], [4.044, 2.443, -1.241], [2.775, 3.123, -0.215], [3.406, 4.045, -1.581], [3.416, 1.733, -3.727], [2.892, 3.397, -3.943], [1.789, 2.076, -4.313], [2.470, -0.739, -3.523], [4.081, -0.921, -0.919], [4.385, 0.228, -2.228], [4.610, -1.498, -2.492], [2.052, -2.524, -1.055], [2.608, -3.069, -2.640], [0.965, -2.459, -2.427]],
  "lowdin_charge": [1.0709, 0.2147, -0.5025, -0.0694, -0.1804, -0.3236, 0.1332, 0.1256, 0.1229, 0.1248, 0.0764, 0.0161, -0.0416, -0.2583, -0.0244, -0.0445, -0.2972, -0.0517, -0.0283, 0.5795, -0.3083, -0.3418, -0.2047, -0.3822, 0.0267, -0.0347, -0.0529, -0.1150, -0.0728, 0.0782, 0.0850, 0.0901, 0.1175, 0.1126, 0.1170, 0.1203, 0.1275, 0.1197, 0.1138, 0.1145, -0.1234, -0.5255, -0.1271, 1.5818, -0.5416, -0.1435, -0.1230, -0.5487, -0.1348, -0.1404, 0.0891, 0.0634, 0.0658, 0.0422, 0.0715, 0.0527, 0.0897, 0.0684, 0.0691, 0.0478, 0.0871, 0.0711, 0.0883, 0.0575, 0.0844, 0.0568, 0.0584, 0.0889, 0.0658, 0.0885, 0.0666]
}

***

Record 2
{
  "formula": "CH7O5",
  "method": "wB97M-V/def2-TZVPD",
  "homo_energy_ev": -5.384,
  "total_charge": -1,
  "lumo_energy_ev": 4.15,
  "homo_lumo_gap_ev": 9.534,
  "total_energy_ev": -11389.870,
  "species": ["O", "C", "O", "H", "H", "H", "O", "H", "H", "O", "H", "H", "O"],
  "positions_angstrom": [[0.179, 0.505, -1.188], [0.496, -0.660, -1.383], [0.803, -1.421, -0.369], [0.459, -1.323, -2.255], [1.705, 0.086, 2.136], [1.421, -0.025, 0.575], [1.761, 0.494, 1.290], [0.103, -0.975, 1.171], [-0.503, 0.332, 1.813], [-0.506, -0.629, 1.898], [-1.878, 0.728, -0.642], [-1.660, 1.546, -1.832], [-2.380, 1.342, -1.214]],
  "lowdin_charge": [-0.0671, -0.5250, -0.1838, 0.1037, 0.0076, -0.0542, -0.0827, -0.0002, 0.0206, -0.1347, 0.0161, 0.0121, -0.1123]
}

***

Record 3
{
  "formula": "C35H77B2N3O29",
  "method": "wB97M-V/def2-TZVPD",
  "homo_energy_ev": -3.929,
  "total_charge": -2,
  "lumo_energy_ev": 2.95,
  "homo_lumo_gap_ev": 6.880,
  "total_energy_ev": -102753.156,
  "species": ["O", "C", "O", "B", "O", "C", "O", "O", "C", "O", "C", "O", "O", "O", "C", "O", "B", "O", "C", "O", "O", "C", "O", "C", "O", "O", "C", "C", "C", "C", "C", "C", "N", "O", "C", "C", "C", "H", "H", "H", "H", "H", "H", "H", "H", "H", "H", "H", "H", "H", "H", "H", "H", "H", "H", "H", "C", "C", "C", "C", "C", "C", "N", "O", "C", "C", "C", "H", "H", "H", "H", "H", "H", "H", "H", "H", "H", "H", "H", "H", "H", "H", "H", "H", "H", "H", "C", "C", "C", "C", "C", "C", "N", "O", "C", "C", "C", "H", "H", "H", "H", "H", "H", "H", "H", "H", "H", "H", "H", "H", "H", "H", "H", "H", "H", "H", "O", "H", "H", "O", "H", "H", "O", "H", "H", "O", "H", "H", "O", "H", "H", "O", "H", "H", "O", "H", "H", "O", "H", "H", "O", "H", "H", "O", "H", "H"],
  "positions_angstrom": [[3.636, 9.428, -22.281], [3.573, 10.543, -22.761], [3.468, 10.906, -24.022], [3.397, 12.385, -24.183], [3.574, 12.848, -22.801], [3.723, 11.855, -21.936], [3.911, 11.963, -20.643], [2.196, 12.953, -24.751], [2.471, 13.786, -25.733], [1.622, 14.381, -26.395], [4.051, 13.922, -25.818], [4.458, 13.004, -24.983], [4.605, 14.716, -26.587], [4.943, 10.433, -15.425], [4.740, 11.620, -15.797], [4.105, 11.909, -16.931], [4.211, 13.325, -17.176], [4.823, 13.869, -15.933], [5.227, 12.906, -15.090], [6.005, 12.951, -14.142], [2.956, 14.008, -17.548], [3.131, 14.778, -18.543], [2.228, 15.458, -19.061], [4.520, 14.470, -19.149], [5.097, 13.574, -18.370], [5.083, 15.113, -20.074], [7.819, 13.709, -28.410], [8.385, 12.694, -29.466], [8.096, 11.294, -28.963], [8.394, 10.226, -30.002], [7.596, 10.499, -31.328], [7.825, 11.934, -31.882], [7.706, 12.890, -30.751], [7.960, 14.180, -31.161], [9.249, 11.854, -32.483], [6.804, 12.306, -32.970], [9.968, 12.826, -29.498], [8.355, 13.670, -27.462], [6.786, 13.441, -28.190], [7.739, 14.710, -28.834], [8.691, 10.900, -28.139], [7.052, 11.250, -28.654], [8.093, 9.293, -29.525], [9.453, 10.199, -30.259], [6.586, 10.093, -31.386], [8.057, 9.783, -32.009], [9.134, 11.522, -33.515], [9.716, 12.835, -32.386], [9.997, 11.190, -32.050], [6.461, 11.448, -33.549], [5.846, 12.724, -32.660], [7.337, 13.028, -33.589], [10.371, 12.290, -28.638], [10.347, 13.848, -29.472], [10.478, 12.310, -30.311], [7.068, 14.523, -31.250], [7.773, 8.969, -22.038], [7.930, 7.739, -21.118], [9.389, 7.562, -20.519], [9.429, 6.462, -19.439], [8.630, 6.808, -18.300], [7.097, 6.969, -18.727], [6.963, 7.714, -19.986], [5.641, 7.857, -20.386], [6.553, 5.537, -18.683], [6.463, 7.705, -17.493], [7.594, 6.492, -21.928], [8.627, 9.040, -22.712], [7.657, 9.861, -21.423], [6.930, 9.019, -22.727], [10.131, 7.181, -21.221], [9.631, 8.538, -20.097], [10.422, 6.323, -19.014], [9.341, 5.448, -19.828], [8.986, 7.727, -17.834], [8.621, 6.199, -17.396], [6.607, 5.033, -17.718], [5.528, 5.584, -19.051], [6.922, 4.906, -19.491], [6.786, 7.264, -16.550], [6.471, 8.784, -17.341], [5.383, 7.600, -17.603], [8.240, 6.380, -22.799], [6.633, 6.494, -22.441], [7.591, 5.576, -21.338], [5.341, 8.724, -20.105], [2.368, 5.736, -29.177], [3.583, 6.093, -28.244], [4.837, 6.095, -29.202], [4.962, 7.328, -30.106], [4.871, 8.675, -29.321], [3.806, 8.738, -28.219], [3.514, 7.416, -27.513], [2.259, 7.419, -26.798], [4.559, 9.586, -27.041], [2.593, 9.540, -28.606], [3.760, 5.049, -27.141], [2.296, 6.502, -29.949], [1.420, 5.888, -28.660], [2.400, 4.708, -29.536], [5.740, 5.800, -28.668], [4.738, 5.354, -29.995], [4.221, 7.372, -30.904], [5.905, 7.130, -30.617], [4.571, 9.383, -30.094], [5.850, 9.033, -29.003], [4.020, 9.748, -26.108], [5.385, 8.949, -26.726], [4.944, 10.473, -27.545], [2.104, 9.918, -27.709], [2.894, 10.403, -29.200], [1.957, 8.795, -29.085], [2.843, 4.891, -26.574], [4.546, 5.314, -26.434], [4.090, 4.081, -27.518], [1.645, 7.522, -27.529], [3.927, 17.234, -27.662], [4.452, 17.042, -28.439], [3.920, 16.414, -27.169], [1.152, 7.722, -22.035], [1.726, 8.454, -21.812], [0.397, 8.130, -22.459], [1.409, 10.081, -18.900], [2.213, 10.375, -19.328], [1.238, 10.744, -18.231], [0.924, 10.355, -24.932], [0.720, 10.883, -25.704], [1.880, 10.314, -24.915], [1.657, 14.073, -29.504], [1.190, 14.793, -29.929], [1.084, 13.806, -28.785], [2.791, 15.858, -22.261], [3.406, 15.158, -22.482], [2.584, 15.713, -21.338], [4.436, 9.875, -18.970], [4.495, 10.777, -19.285], [5.051, 9.837, -18.238], [7.073, 16.920, -26.724], [6.973, 17.028, -25.778], [6.310, 16.406, -26.988], [3.785, 6.434, -24.223], [3.405, 6.561, -25.092], [3.989, 7.318, -23.918], [0.743, 16.237, -24.047], [0.598, 15.691, -24.819], [1.233, 15.677, -23.445]],
  "lowdin_charge": [0.1573, -0.3349, 0.1783, -0.8819, 0.2302, -0.1935, 0.0682, 0.2386, -0.3219, 0.1086, -0.2967, 0.2542, 0.0972, 0.0828, -0.3099, 0.2242, -0.8573, 0.2123, -0.3418, 0.1152, 0.2567, -0.3904, 0.0955, -0.3509, 0.2069, 0.0848, -0.0115, -0.4658, -0.1647, -0.1647, -0.1217, -0.4722, -0.1197, -0.0165, -0.0499, -0.0313, -0.0209, 0.0940, 0.0699, 0.0722, 0.1235, 0.1044, 0.0996, 0.0972, 0.0970, 0.1031, 0.0808, 0.0796, 0.0657, 0.0798, 0.0834, 0.0768, 0.0763, 0.0792, 0.0477, 0.1093, -0.0248, -0.4614, -0.0912, -0.2408, -0.1858, -0.4475, -0.1073, -0.0069, -0.0485, -0.0366, -0.0528, 0.0770, 0.0844, 0.0715, 0.1104, 0.1169, 0.1059, 0.1107, 0.1182, 0.1116, 0.0832, 0.0829, 0.0621, 0.0809, 0.0656, 0.0806, 0.0764, 0.0790, 0.0629, 0.0451, -0.0289, -0.4637, -0.1355, -0.1700, -0.1285, -0.4468, -0.0654, -0.0253, 0.0005, -0.0290, -0.0510, 0.0683, 0.0676, 0.0855, 0.1162, 0.1048, 0.1005, 0.1020, 0.0999, 0.0857, 0.0626, 0.0815, 0.0697, 0.0740, 0.0953, 0.0806, 0.0867, 0.0813, 0.0806, 0.0617, -0.0556, 0.0235, -0.0166, -0.0492, -0.0048, 0.0235, -0.0491, -0.0101, 0.0245, -0.0284, 0.0289, -0.0044, -0.0586, 0.0262, 0.0103, -0.0345, 0.0226, 0.0194, -0.0305, 0.0096, 0.0212, -0.0597, 0.0362, -0.0155, -0.0476, -0.0245, 0.0152, -0.0663, -0.0053, -0.0151]
}

***

Record 4
{
  "formula": "H16O8",
  "method": "wB97M-V/def2-TZVPD",
  "homo_energy_ev": -11.398,
  "lumo_energy_ev": 0.28,
  "homo_lumo_gap_ev": 11.676,
  "smiles": "O.O.O.O.O.O.O.O",
  "total_energy_ev": -16639.141,
  "species": ["O", "H", "H", "O", "H", "H", "O", "H", "H", "O", "H", "H", "O", "H", "H", "O", "H", "H", "O", "H", "H", "O", "H", "H"],
  "positions_angstrom": [[2.117, -1.977, 5.365], [2.296, -2.887, 5.128], [1.310, -1.761, 4.897], [-1.491, 3.939, 3.224], [-2.280, 4.476, 3.149], [-1.791, 3.129, 3.637], [4.205, -0.991, -2.216], [4.846, -0.286, -2.307], [3.408, -0.554, -1.916], [-2.607, -0.568, 5.240], [-3.057, -0.742, 6.066], [-3.003, -1.178, 4.617], [0.418, 3.743, -5.673], [1.274, 3.933, -6.056], [0.375, 2.787, -5.643], [0.691, -1.306, -6.091], [1.130, -1.788, -6.792], [1.268, -1.404, -5.334], [-3.087, -3.163, 0.759], [-2.457, -3.363, 0.067], [-3.797, -3.792, 0.627], [0.324, 1.141, -0.532], [-0.356, 0.617, -0.107], [0.265, 1.998, -0.110]],
  "lowdin_charge": [-0.0539, 0.0270, 0.0262, -0.0545, 0.0281, 0.0264, -0.0555, 0.0288, 0.0252, -0.0546, 0.0287, 0.0270, -0.0538, 0.0266, 0.0266, -0.0546, 0.0285, 0.0265, -0.0561, 0.0283, 0.0280, -0.0548, 0.0262, 0.0298]
}